91
Properties=species:S:1:pos:R:3 method="wB97M-V/def2-TZVPD" homo_ev="-4.8 / -7.4" spin_multiplicity=6 lumo_ev="-0.1189 / -1.8944" homo_lumo_gap_ev="4.7 / 5.5"
Ir -0.71 2.61 0.57
S -0.36 3.24 6.19
As -0.36 4.14 4.28
S 0.82 3.85 1.33
S -1.67 3.00 2.55
S 1.67 3.49 3.16
O -0.15 0.87 1.59
S -1.08 0.24 2.68
C -0.90 -1.62 2.52
C -1.44 -2.28 1.25
C -0.55 -2.06 0.04
C -1.28 -1.90 -1.29
S -2.49 -0.45 -1.50
O -2.04 0.68 -0.52
C -4.03 -1.15 -0.92
C -4.65 -0.55 0.16
C -5.82 -1.12 0.71
C -6.31 -2.31 0.20
C -5.69 -2.89 -0.91
C -4.57 -2.30 -1.50
C -0.39 0.20 4.36
C -1.26 -0.07 5.41
C -0.71 -0.34 6.67
C 0.66 -0.29 6.87
C 1.50 -0.05 5.80
C 0.99 0.19 4.52
H -1.51 -1.91 3.37
H 0.12 -1.91 2.74
H -2.44 -1.89 1.09
H -1.57 -3.35 1.42
H 0.15 -2.89 -0.03
H 0.08 -1.16 0.19
H -1.84 -2.79 -1.54
H -0.57 -1.75 -2.12
H -4.23 0.38 0.54
H -6.27 -0.62 1.56
H -7.16 -2.84 0.65
H -6.04 -3.82 -1.34
H -4.15 -2.72 -2.43
H -2.33 -0.13 5.26
H -1.39 -0.56 7.51
H 1.05 -0.46 7.88
H 2.58 -0.08 5.92
H 1.64 0.40 3.66
Cl -0.56 4.67 -1.90
C -2.21 4.24 -1.48
C -2.49 3.46 -0.34
C -3.85 3.33 0.02
Cl -4.41 2.59 1.50
C -4.83 3.86 -0.80
Cl -6.48 3.58 -0.42
C -4.55 4.59 -1.96
Cl -5.81 5.22 -2.93
C -3.22 4.80 -2.27
Cl -2.86 5.76 -3.66
Cl 1.98 -6.73 -4.65
C 2.29 -5.16 -4.04
C 1.74 -4.77 -2.82
C 2.07 -3.50 -2.32
C 2.87 -2.59 -2.98
C 3.17 -1.21 -2.35
C 2.66 -0.03 -3.21
N 2.05 1.09 -2.46
C 2.52 2.40 -2.46
C 1.86 3.02 -1.44
N 0.83 2.14 -0.93
C 0.97 1.01 -1.61
O 4.61 -1.10 -2.20
C 5.09 -0.84 -0.84
C 5.09 0.64 -0.53
C 5.67 1.65 -1.26
Cl 6.49 1.53 -2.73
S 5.40 3.22 -0.63
C 4.46 2.56 0.66
C 4.41 1.21 0.61
C 3.46 -3.01 -4.18
Cl 4.61 -2.08 -5.07
C 3.15 -4.27 -4.71
H 1.06 -5.43 -2.26
H 1.68 -3.27 -1.32
H 2.68 -1.12 -1.38
H 1.90 -0.45 -3.90
H 3.51 0.33 -3.81
H 3.26 2.78 -3.16
H 2.07 4.02 -1.07
H 0.33 0.16 -1.45
H 6.10 -1.25 -0.81
H 4.45 -1.36 -0.11
H 4.00 3.25 1.40
H 3.88 0.59 1.36
H 3.60 -4.56 -5.66